No. 1
Computed, not measured: C39H50CrIN5O2 as an isolated structure, with wB97M-V/def2-TZVPD.

CARTESIAN COORDINATES (ANGSTROEM)
Cr (0.2839, -0.2492, -0.2589)
C (-1.6143, -5.8836, -1.6596)
C (-2.7368, -4.8735, -1.4062)
C (-2.2721, -3.4603, -1.5642)
C (-2.3507, -2.6763, -2.6583)
C (-2.9966, -2.9822, -3.9722)
C (-4.3814, -2.3445, -4.1099)
C (-1.6767, -1.4213, -2.3334)
C (-1.4896, -0.4134, -3.2361)
C (-0.8274, 0.8012, -2.9680)
C (-0.7109, 1.8968, -3.8660)
C (-1.2049, 1.9365, -5.2776)
C (-2.6646, 2.3865, -5.3885)
C (-0.0994, 2.9120, -3.1550)
C (0.1344, 2.4033, -1.8499)
C (0.6224, 3.1644, -0.7731)
C (0.7460, 2.7529, 0.5233)
N (0.4594, 1.5014, 1.0090)
C (0.8337, 1.5039, 2.3202)
C (0.8343, 0.4188, 3.1606)
C (0.4001, -0.8834, 2.8151)
N (-0.0151, -1.2533, 1.5675)
C (-0.4992, -2.5270, 1.6933)
C (-1.1960, -3.2129, 0.6684)
C (-1.5472, -2.7010, -0.5475)
N (-1.2339, -1.4539, -1.0342)
C (-0.3333, -2.9956, 3.0171)
C (0.2460, -1.9534, 3.7301)
C (0.5544, -1.9065, 5.1939)
C (-0.5681, -1.2720, 6.0213)
C (-0.7002, -4.3551, 3.5230)
C (0.3717, -5.4080, 3.2272)
C (1.3284, 2.8271, 2.7031)
C (1.2783, 3.5930, 1.5917)
C (1.6727, 5.0265, 1.4334)
C (0.4782, 5.9798, 1.5188)
C (1.7753, 3.2027, 4.0795)
C (0.6028, 3.4596, 5.0308)
N (-0.2692, 1.1014, -1.7653)
C (0.3518, 4.2463, -3.6598)
C (1.8445, 4.2387, -4.0067)
H (-1.9649, -6.9123, -1.5360)
H (-0.7856, -5.7131, -0.9715)
H (-1.2207, -5.7697, -2.6713)
H (-3.1385, -5.0204, -0.3994)
H (-3.5641, -5.0663, -2.0963)
H (-3.0776, -4.0660, -4.0968)
H (-2.3517, -2.6309, -4.7823)
H (-5.0530, -2.7189, -3.3343)
H (-4.8282, -2.5572, -5.0851)
H (-4.3141, -1.2623, -3.9897)
H (-1.8789, -0.5568, -4.2366)
H (-1.0978, 0.9481, -5.7344)
H (-0.5737, 2.6087, -5.8680)
H (-3.3133, 1.7046, -4.8352)
H (-3.0046, 2.4195, -6.4285)
H (-2.7910, 3.3799, -4.9527)
H (0.9247, 4.1794, -0.9999)
H (1.1675, 0.5722, 4.1801)
H (-1.5204, -4.2227, 0.8907)
H (1.4824, -1.3507, 5.3638)
H (0.7414, -2.9211, 5.5616)
H (-0.7725, -0.2604, 5.6665)
H (-0.3143, -1.2221, 7.0851)
H (-1.4905, -1.8467, 5.9131)
H (-1.6484, -4.6776, 3.0799)
H (-0.8755, -4.3118, 4.6037)
H (0.5496, -5.4733, 2.1524)
H (0.0832, -6.3986, 3.5933)
H (1.3184, -5.1281, 3.6938)
H (2.1764, 5.1554, 0.4723)
H (2.4080, 5.2906, 2.1988)
H (-0.2583, 5.7343, 0.7522)
H (0.7842, 7.0208, 1.3827)
H (-0.0159, 5.8915, 2.4888)
H (2.4056, 4.0954, 4.0292)
H (2.4038, 2.4064, 4.4903)
H (-0.0129, 4.2831, 4.6633)
H (0.9479, 3.7096, 6.0380)
H (-0.0355, 2.5769, 5.0937)
H (0.1570, 5.0202, -2.9098)
H (-0.2333, 4.5281, -4.5421)
H (2.4351, 3.9013, -3.1532)
H (2.1941, 5.2297, -4.3139)
H (2.0396, 3.5364, -4.8195)
N (3.6785, -0.6221, 1.3153)
C (4.4386, 0.2881, 0.4705)
C (3.5976, 1.0547, -0.5769)
O (4.2182, 1.9661, -1.1604)
O (2.3880, 0.7518, -0.7351)
H (2.8638, -0.1679, 1.7080)
H (4.2424, -0.9684, 2.0812)
H (5.1706, -0.2968, -0.0965)
H (4.9999, 1.0576, 1.0177)
I (2.0047, -1.8861, -2.9885)
C (1.4617, -1.8390, -0.8985)
H (2.4072, -1.7510, -0.3713)
H (1.0147, -2.8183, -0.7393)

Net charge: -2
E_LUMO (alpha / beta) in eV: 4.4 / 4.4
Frontier orbital gap (alpha / beta) in eV: 3.932 / 5.428
HOMO (alpha / beta) in eV: 0.4 / -1.1
Multiplicity: 5

=====

No. 2
Computed, not measured: one molecule with the formula C6H8O3 in a non-equilibrium geometry, with wB97M-V/def2-TZVPD.

CARTESIAN COORDINATES (ANGSTROEM)
C (-0.6533, 1.1889, -0.3323)
C (-1.7996, 0.2347, -0.4566)
C (-1.7498, -1.0855, -0.1069)
C (0.5383, -0.7872, 0.4015)
C (2.1485, -0.7071, 0.1431)
C (0.4874, 0.2810, -0.6800)
H (-1.1129, 1.8072, 1.4629)
H (-0.7428, 1.9734, -1.0833)
H (-2.8020, 0.5410, -0.7370)
H (-2.5796, -1.8065, -0.2611)
H (0.5452, -0.2845, 1.3839)
H (2.5237, -1.5003, -0.5249)
H (2.8632, -0.4415, 0.9673)
H (0.3617, -0.2343, -1.6501)
O (-0.3218, 1.7610, 0.9274)
O (-0.6188, -1.6877, 0.4182)
O (1.8299, 0.5762, -0.5170)

SMILES: O[C@@H]1C=CO[C@H]2CO[C@H]12
E_LUMO in eV: 0.9
Frontier orbital gap in eV: 9.946
HOMO in eV: -9.1

=====

No. 3
Computed, not measured: C37H32BrN3P2Pd as an isolated structure, with wB97M-V/def2-TZVPD.

CARTESIAN COORDINATES (ANGSTROEM)
Pd (-0.9062, 0.2024, 0.1914)
Br (-4.5222, -6.2596, 1.5974)
C (-3.3262, -4.9244, 1.0365)
C (-3.0487, -4.7722, -0.3165)
C (-2.1756, -3.7820, -0.7322)
C (-1.5806, -2.9484, 0.2108)
C (-1.8704, -3.0988, 1.5568)
C (-2.7362, -4.0920, 1.9773)
N (-0.6861, -1.9090, -0.1799)
C (0.1985, -2.1601, -1.0672)
C (0.9862, -1.0577, -1.6354)
C (2.0877, -1.2684, -2.4422)
C (2.7540, -0.1655, -2.9632)
C (2.2866, 1.1019, -2.6723)
C (1.1697, 1.2361, -1.8584)
N (0.5390, 0.1820, -1.3463)
H (-3.5245, -5.4163, -1.0422)
H (-2.0019, -3.6377, -1.7912)
H (-1.3823, -2.4623, 2.2826)
H (-2.9511, -4.2178, 3.0292)
H (0.3641, -3.1745, -1.4229)
H (2.4190, -2.2756, -2.6553)
H (3.6234, -0.2997, -3.5922)
H (2.7704, 1.9823, -3.0699)
H (0.7660, 2.2095, -1.6119)
C (-3.0645, 3.2271, 2.5387)
N (-2.4737, 2.1477, 1.7438)
P (-1.8120, 0.6377, 2.2358)
C (-3.0529, -0.2318, 3.2005)
C (-2.6769, -1.1860, 4.1493)
C (-3.6457, -1.8636, 4.8687)
C (-4.9926, -1.5896, 4.6564)
C (-5.3708, -0.6321, 3.7277)
C (-4.4037, 0.0429, 2.9977)
C (-0.4640, 0.9489, 3.3981)
C (-0.7505, 1.3674, 4.7013)
C (0.2783, 1.7206, 5.5598)
C (1.5980, 1.6472, 5.1339)
C (1.8921, 1.2192, 3.8463)
C (0.8653, 0.8761, 2.9812)
P (-1.8032, 2.2276, 0.1943)
C (-2.9955, 1.8931, -1.0913)
C (-2.6549, 2.0557, -2.4399)
C (-3.4744, 1.5335, -3.4212)
C (-4.6182, 0.8278, -3.0728)
C (-4.9470, 0.6520, -1.7400)
C (-4.1326, 1.1902, -0.7516)
C (-0.9297, 3.7754, -0.0301)
C (-1.3601, 4.7716, -0.9049)
C (-0.6415, 5.9542, -0.9960)
C (0.4900, 6.1426, -0.2150)
C (0.9155, 5.1530, 0.6653)
C (0.2092, 3.9673, 0.7592)
H (-2.6468, 3.2126, 3.5448)
H (-4.1474, 3.1279, 2.5928)
H (-2.8164, 4.1850, 2.0821)
H (-1.6306, -1.3920, 4.3396)
H (-3.3504, -2.5974, 5.6064)
H (-5.7460, -2.1160, 5.2266)
H (-6.4167, -0.4039, 3.5748)
H (-4.7106, 0.8029, 2.2912)
H (-1.7739, 1.4097, 5.0530)
H (0.0490, 2.0462, 6.5653)
H (2.3984, 1.9142, 5.8106)
H (2.9207, 1.1453, 3.5201)
H (1.1032, 0.5351, 1.9793)
H (-1.7519, 2.5840, -2.7242)
H (-3.2228, 1.6742, -4.4637)
H (-5.2514, 0.4167, -3.8472)
H (-5.8406, 0.1090, -1.4638)
H (-4.3891, 1.0491, 0.2884)
H (-2.2571, 4.6368, -1.4958)
H (-0.9718, 6.7331, -1.6692)
H (1.0419, 7.0701, -0.2880)
H (1.7937, 5.3131, 1.2757)
H (0.5354, 3.1878, 1.4380)

Net charge: +2
E_LUMO in eV: -6.3
Frontier orbital gap in eV: 7.108
HOMO in eV: -13.4

=====

No. 4
Computed, not measured: an isolated ion of composition C7H10N3S and charge +1 in a non-equilibrium geometry, with wB97M-V/def2-TZVPD.

CARTESIAN COORDINATES (ANGSTROEM)
C (-2.7508, 0.9330, -0.0934)
C (-3.0914, -0.3903, 0.0682)
C (-1.4162, 1.2144, -0.2424)
C (-2.1076, -1.3645, 0.2256)
C (-0.4199, 0.2071, -0.2593)
C (-0.7712, -1.1182, -0.0360)
C (1.7069, -0.6412, -0.6353)
N (0.9667, 0.5350, -0.4101)
N (2.9796, -0.5453, -0.0462)
N (1.5458, 1.2838, 0.7374)
S (0.6030, -2.3093, 0.0840)
H (-3.6027, 1.5796, -0.0929)
H (-4.0958, -0.5906, 0.1628)
H (-1.2479, 2.3080, -0.3641)
H (-2.5229, -2.3908, 0.4006)
H (1.4824, -0.7490, -1.7268)
H (3.3644, -1.3789, 0.4015)
H (3.8052, -0.4763, -0.6178)
H (2.6536, 0.3495, 0.6508)
H (1.0373, 1.4897, 1.5871)
H (1.8815, 2.0543, 0.2060)

Net charge: +1
E_LUMO (alpha / beta) in eV: -3.0 / -6.3
Frontier orbital gap (alpha / beta) in eV: 6.382 / 6.345
HOMO (alpha / beta) in eV: -9.4 / -12.7
Multiplicity: 3

=====

No. 5
Computed, not measured: C2H5N4 as an isolated structure in a non-equilibrium geometry, with wB97M-V/def2-TZVPD.

CARTESIAN COORDINATES (ANGSTROEM)
C (0.9115, 1.2536, 0.0536)
C (-0.0694, -1.2064, 0.3332)
N (0.0105, 1.9631, -0.6236)
N (-0.8503, 0.8817, -0.6912)
N (0.0373, 0.1688, -0.0122)
N (-1.2825, -1.6638, -0.0214)
H (1.8704, 1.4446, 0.4910)
H (0.7646, -1.7658, -0.1731)
H (0.2230, -1.3522, 1.4070)
H (-0.1044, 2.8998, -0.9853)
H (-1.5106, -2.6235, 0.2219)

Net charge: +1
E_LUMO (alpha / beta) in eV: -7.2 / -5.1
Frontier orbital gap (alpha / beta) in eV: 7.467 / 10.042
HOMO (alpha / beta) in eV: -14.7 / -15.2

=====

No. 6
Computed, not measured: a 3-piece molecular cluster, C5H8N2 overall, with wB97M-V/def2-TZVPD.

CARTESIAN COORDINATES (ANGSTROEM)
C (2.2397, -0.6142, -0.0366)
N (0.9329, -0.0766, 0.2981)
C (0.6049, 1.3392, 0.0835)
C (-0.6652, 1.3485, 0.7028)
C (-1.0865, 0.0309, 0.8915)
C (-1.9911, -0.4540, -0.0988)
N (0.0345, -0.8224, 0.7879)
H (2.5600, -0.1374, -0.9634)
H (2.1647, -1.6973, -0.1398)
H (2.9451, -0.3534, 0.7567)
H (-0.3193, 0.6572, -1.1453)
H (-1.3459, 2.1893, 0.6278)
H (-1.0866, -0.0638, -1.1667)
H (-2.8263, 0.1784, -0.3975)
H (-2.1609, -1.5242, -0.2003)

E_LUMO in eV: -0.4
Frontier orbital gap in eV: 7.915
HOMO in eV: -8.3

=====

Energy relative to the best compared isomer or geometry (same formula, charge and spin) for the records above, in order: 95.7; 344.3; 0.0; 226.8; 540.1; 714.5 kJ/mol